Computed, not measured: an isolated ion of composition C6H14NO and charge -1 in a non-equilibrium geometry, with ωB97M-V/def2-TZVPD.

Structure (ORCA input):
```
! wB97M-V def2-TZVPD RIJCOSX def2/J DEFGRID3
* xyz -1 1
C -1.43785 -2.70531 -0.18518
C -0.50972 -1.68022 -0.86422
C -0.24169 -0.55633 0.15372
N 0.61504 0.47997 -0.38109
C -0.02685 1.28844 -1.38802
C 1.50296 1.13295 0.57114
C 0.83624 2.00388 1.65869
O 1.73804 2.55158 2.51461
H -2.34764 -2.20660 0.12890
H -1.65359 -3.60453 -0.76762
H -0.94954 -3.24984 0.63400
H 0.45304 -1.99464 -1.26049
H -1.12456 -1.27962 -1.68267
H 0.24150 -1.11762 0.95778
H -1.18449 -0.07522 0.46236
H -1.06455 1.53417 -1.09065
H 0.03250 0.81995 -2.37412
H 0.44335 2.27391 -1.33293
H 2.15098 1.79329 -0.02807
H 2.21258 0.43185 1.02292
H 0.05956 1.39562 2.17319
H 0.25470 2.76431 1.07774
*
```

Calculated values
Electronic energy, eV: -9985.2857
SMILES: CCCN(C)CC[O-]
Frontier orbital gap, eV: 5.499
Relative energy (zero: lowest compared OMol25 entry of this formula, charge and spin), kcal/mol: 30.9
Molar mass, u: 116.18
Largest force on an atom, Eh/bohr: 0.0351